{
  "formula": "C19H24N2O2",
  "method": "ωB97M-V/def2-TZVPD",
  "symbols": ["C", "C", "C", "C", "C", "C", "C", "O", "C", "C", "C", "C", "C", "O", "N", "C", "C", "C", "C", "N", "C", "C", "C", "H", "H", "H", "H", "H", "H", "H", "H", "H", "H", "H", "H", "H", "H", "H", "H", "H", "H", "H", "H", "H", "H", "H", "H"],
  "coordinates": [[-9.482, -2.282, 0.644], [-8.094, -1.748, 0.978], [-7.702, -0.581, 0.075], [-6.314, -0.038, 0.405], [-5.931, 1.127, -0.507], [-4.609, 1.790, -0.126], [-3.403, 0.881, -0.339], [-2.242, 1.658, -0.109], [-1.025, 1.084, -0.240], [-0.797, -0.247, -0.587], [0.498, -0.716, -0.693], [1.590, 0.107, -0.440], [2.947, -0.485, -0.586], [3.169, -1.419, -1.329], [3.898, 0.106, 0.206], [5.255, -0.187, 0.296], [5.904, -1.132, -0.497], [7.263, -1.324, -0.315], [7.927, -0.576, 0.644], [7.318, 0.324, 1.400], [6.027, 0.512, 1.231], [1.357, 1.443, -0.108], [0.071, 1.922, -0.013], [-9.519, -2.632, -0.385], [-10.229, -1.501, 0.767], [-9.741, -3.111, 1.299], [-7.361, -2.551, 0.868], [-8.072, -1.421, 2.020], [-7.723, -0.909, -0.967], [-8.438, 0.219, 0.182], [-5.586, -0.844, 0.303], [-6.297, 0.298, 1.444], [-5.876, 0.775, -1.540], [-6.719, 1.882, -0.459], [-4.635, 2.101, 0.920], [-4.462, 2.684, -0.734], [-3.428, 0.033, 0.357], [-3.401, 0.496, -1.368], [-1.617, -0.919, -0.781], [0.683, -1.742, -0.972], [3.580, 0.821, 0.845], [5.350, -1.695, -1.230], [7.795, -2.048, -0.912], [8.987, -0.694, 0.821], [5.572, 1.259, 1.872], [2.178, 2.130, 0.041], [-0.121, 2.955, 0.233]],
  "forces_ev_per_angstrom": [[0.22, -0.01, 0.15], [-0.21, 0.13, -0.26], [0.31, -0.21, 0.37], [-0.27, 0.16, -0.38], [0.22, -0.05, 0.32], [0.18, -0.17, -0.21], [-0.41, -0.04, 0.02], [0.18, 0.14, 0.04], [0.31, 0.02, 0.01], [-0.34, 0.10, 0.02], [0.34, 0.10, 0.05], [-0.35, -0.05, -0.11], [0.03, 0.14, 0.14], [0.06, -0.14, -0.05], [-0.20, 0.35, 0.22], [0.54, -0.23, -0.11], [-0.08, -0.01, -0.03], [-0.03, 0.18, 0.18], [0.19, -0.25, -0.20], [0.17, 0.22, 0.27], [-0.34, -0.08, -0.16], [-0.04, -0.18, -0.03], [-0.26, 0.02, 0.03], [-0.06, -0.05, -0.11], [-0.12, 0.05, -0.01], [-0.12, -0.09, 0.01], [0.07, 0.00, 0.07], [0.08, -0.02, 0.05], [-0.06, 0.03, -0.09], [-0.06, 0.05, -0.06], [0.06, -0.07, 0.09], [0.06, -0.02, 0.09], [-0.07, 0.03, -0.09], [-0.04, 0.00, -0.08], [0.01, 0.06, 0.04], [0.04, 0.04, 0.04], [0.05, 0.03, -0.10], [0.03, -0.01, 0.09], [-0.09, -0.03, 0.00], [0.01, -0.08, -0.04], [-0.04, -0.19, -0.13], [-0.01, 0.00, 0.00], [0.05, -0.05, -0.04], [0.09, -0.08, -0.06], [-0.16, 0.07, 0.03], [0.06, 0.06, 0.01], [-0.02, 0.12, 0.02]],
  "energy_ha": -998.41714,
  "orbital_gap_ev": 9.271,
  "lumo_ev": 0.68,
  "multiplicity": 1,
  "homo_ev": -8.6,
  "de_lowest_ev": 0.469
}